(1)
Formula: C3H6NP
Source: the OMol25 dataset
Level of theory: wB97M-V/def2-TZVPD

Geometry as XYZ:
```
11
Properties=species:S:1:pos:R:3:forces:R:3:mulliken_charge:R:1
C 1.86860 -0.11814 -0.02522 -2.37 -6.40 1.79 0.1287
C 0.37328 -0.91419 0.01171 0.31 -1.14 0.11 -0.7409
C -1.70252 1.12979 0.34536 1.22 0.09 1.62 -0.5830
N 1.89644 1.02881 -0.21307 0.61 5.38 -1.10 -0.4258
P -1.18747 -0.25606 -0.56783 0.00 -0.11 -1.02 0.0485
H 2.62459 -0.80982 0.40001 0.03 0.38 -0.50 0.3099
H 0.34139 -1.91531 -0.51258 0.85 0.95 0.37 0.3356
H 0.10715 -1.17539 1.03318 0.84 -0.01 0.55 0.3443
H -1.48091 1.08303 1.49143 -0.58 0.16 -2.34 0.2192
H -2.19392 1.99818 -0.07351 -0.06 -0.15 0.14 0.3238
H -0.64663 -0.05090 -1.88950 -0.84 0.83 0.38 0.0397
```
Forces are in eV/Å.

Results
2S+1: 1
Relative energy (zero: lowest compared OMol25 entry of this formula, charge and spin) (kJ/mol): 370.4
HOMO-LUMO gap (spin up / spin down) (eV): 6.9 / 8.7
DFT total energy (Ha): -513.82863

---

(2)
Formula: C3H6O
Source: the OMol25 dataset
Level of theory: wB97M-V/def2-TZVPD

Geometry as XYZ:
```
10
Properties=species:S:1:pos:R:3:forces:R:3:mulliken_charge:R:1
C -1.43174 0.16232 0.31040 -0.59 0.18 -0.10 -0.4874
C 0.24790 -0.28977 0.67198 0.53 0.27 -0.04 -0.0050
O -0.10231 0.91265 1.04407 -0.01 -0.38 -0.05 -0.2390
C 1.34403 -0.26246 -0.37841 -0.05 -0.08 -0.02 -1.0035
H -1.80528 1.15769 0.03403 0.05 -0.14 0.01 0.2816
H -1.37512 -0.40809 -0.62885 0.11 0.06 0.16 0.2749
H -2.02564 -0.32948 1.07109 0.15 0.08 -0.12 0.2535
H 1.32682 -1.15598 -1.00962 0.00 0.12 0.10 0.3121
H 1.33635 0.65303 -0.98661 -0.04 -0.11 0.09 0.3200
H 2.28680 -0.28251 0.18457 -0.14 -0.02 -0.03 0.2928
```
Forces are in eV/Å.

Results
2S+1: 1
Relative energy (zero: lowest compared OMol25 entry of this formula, charge and spin) (kJ/mol): 474.4
HOMO-LUMO gap (eV): 8.5
DFT total energy (Ha): -192.96251